{"formula": "C38H119N7O18", "method": "wB97M-V/def2-TZVPD", "symbols": ["O", "H", "H", "O", "H", "H", "O", "H", "H", "O", "H", "H", "O", "H", "H", "O", "H", "H", "C", "C", "O", "H", "H", "H", "H", "H", "H", "C", "C", "O", "H", "H", "H", "H", "H", "H", "C", "C", "O", "H", "H", "H", "H", "H", "H", "C", "C", "O", "H", "H", "H", "H", "H", "H", "C", "C", "O", "H", "H", "H", "H", "H", "H", "C", "C", "C", "O", "C", "N", "H", "H", "H", "H", "H", "H", "H", "H", "H", "H", "H", "C", "C", "C", "O", "C", "N", "H", "H", "H", "H", "H", "H", "H", "H", "H", "H", "H", "C", "C", "C", "O", "C", "N", "H", "H", "H", "H", "H", "H", "H", "H", "H", "H", "H", "C", "C", "C", "O", "C", "N", "H", "H", "H", "H", "H", "H", "H", "H", "H", "H", "H", "C", "C", "C", "O", "C", "N", "H", "H", "H", "H", "H", "H", "H", "H", "H", "H", "H", "C", "C", "C", "O", "C", "N", "H", "H", "H", "H", "H", "H", "H", "H", "H", "H", "H", "C", "C", "C", "O", "C", "N", "H", "H", "H", "H", "H", "H", "H", "H", "H", "H", "H"], "xyz": [[-15.894500, 23.077900, 12.376390], [-15.799150, 23.374860, 11.471430], [-15.330620, 23.663430, 12.881780], [-11.675460, 15.249640, 16.684710], [-11.480670, 14.369500, 16.362780], [-12.511760, 15.474660, 16.277030], [-9.848460, 16.843360, 15.474110], [-10.547260, 16.474610, 16.014420], [-9.293570, 17.319710, 16.091690], [-9.031040, 17.002130, 18.027330], [-9.421650, 16.177210, 18.315690], [-8.839420, 17.473320, 18.838190], [-13.794820, 22.809350, 20.663380], [-14.672040, 22.942390, 20.304200], [-13.875840, 22.029000, 21.211760], [-14.242460, 24.657910, 14.064650], [-13.550400, 24.072320, 14.371860], [-14.561800, 25.088750, 14.857510], [-16.680810, 27.672880, 15.155230], [-15.498330, 27.273390, 16.120510], [-15.421750, 25.868780, 16.290680], [-17.670120, 27.615030, 15.609120], [-16.828710, 26.957530, 14.346230], [-16.489900, 28.629870, 14.669610], [-15.460300, 27.893640, 17.016030], [-14.526930, 27.581870, 15.734100], [-16.058710, 25.567000, 16.942450], [-8.185530, 20.032710, 20.459070], [-7.669000, 18.710770, 21.047700], [-8.579590, 17.688530, 20.812870], [-7.468700, 20.845800, 20.573730], [-9.103030, 20.163480, 21.032820], [-8.452640, 19.912470, 19.409170], [-7.403760, 18.879540, 22.091380], [-6.807230, 18.433240, 20.440710], [-8.421140, 16.991650, 21.453850], [-11.631780, 20.246920, 12.193630], [-10.970610, 19.539210, 13.345930], [-10.515770, 18.311650, 12.974650], [-12.229740, 21.089660, 12.540500], [-12.303680, 19.627280, 11.599730], [-10.783610, 20.653880, 11.643100], [-11.522170, 19.399010, 14.275570], [-10.029890, 20.000330, 13.646810], [-10.203490, 17.770340, 13.703390], [-9.544330, 23.427770, 13.727250], [-10.382260, 23.136850, 14.899070], [-11.625120, 23.755440, 14.756570], [-9.986240, 23.067570, 12.798230], [-8.568190, 22.942780, 13.722450], [-9.390840, 24.498070, 13.589410], [-9.859440, 23.607510, 15.731680], [-10.488520, 22.060870, 15.037180], [-12.080050, 23.613150, 15.589880], [-9.192660, 23.306920, 18.925740], [-10.300050, 23.120980, 19.953410], [-11.577030, 23.449570, 19.407230], [-9.230760, 24.270940, 18.418480], [-9.237940, 22.511020, 18.182370], [-8.193300, 23.010330, 19.244200], [-10.075560, 23.653000, 20.877880], [-10.472840, 22.068320, 20.177370], [-12.224480, 23.369910, 20.111550], [-14.695700, 21.931290, 16.093980], [-13.621530, 22.177250, 17.119000], [-12.493050, 21.139750, 17.089640], [-12.858360, 19.756840, 17.393740], [-11.667530, 18.931490, 17.422400], [-13.075560, 23.540720, 17.130140], [-15.144350, 20.945440, 16.216110], [-14.370510, 21.956700, 15.053920], [-15.567960, 22.563890, 16.258470], [-14.047330, 21.950730, 18.096490], [-11.730230, 21.371280, 17.833010], [-12.001600, 21.300540, 16.130100], [-11.225230, 19.040610, 16.432170], [-12.016060, 17.898950, 17.444460], [-11.053560, 19.212290, 18.278140], [-13.834090, 24.190530, 17.280090], [-12.433370, 23.699420, 17.893360], [-11.562760, 15.935120, 20.253520], [-10.805240, 14.559480, 20.271350], [-11.758440, 13.330560, 20.357820], [-10.973470, 12.115680, 20.355110], [-11.790550, 11.011410, 20.025360], [-10.137240, 14.434240, 19.069130], [-12.053380, 16.225050, 21.182680], [-12.234350, 16.079400, 19.407210], [-10.878140, 16.776690, 20.147920], [-10.169760, 14.580090, 21.156690], [-12.459580, 13.395750, 19.525790], [-12.415850, 13.416120, 21.223030], [-12.786340, 11.002560, 20.468560], [-11.325030, 10.040550, 20.195110], [-11.971220, 10.985720, 18.950750], [-10.812030, 14.901710, 18.480720], [-10.263070, 13.472640, 18.787000], [-14.793380, 17.301580, 15.215340], [-14.687240, 16.068980, 14.346830], [-13.974610, 16.409110, 12.996480], [-14.022090, 15.326220, 12.041550], [-15.313610, 15.151950, 11.429920], [-13.886980, 15.134290, 15.119470], [-15.302350, 18.123730, 14.712240], [-13.881800, 17.696450, 15.663910], [-15.415960, 16.980840, 16.050580], [-15.636550, 15.563720, 14.169030], [-12.953400, 16.681680, 13.262800], [-14.427780, 17.257340, 12.483400], [-16.144090, 15.085990, 12.132810], [-15.457880, 14.160550, 11.000490], [-15.596930, 15.913930, 10.703820], [-14.465410, 14.837310, 15.892340], [-13.796680, 14.266960, 14.609860], [-9.994500, 27.753560, 17.997680], [-11.275310, 27.974760, 18.747760], [-12.259280, 26.757790, 18.720210], [-13.450840, 27.274820, 19.357590], [-14.591860, 26.414120, 19.340970], [-10.969530, 28.293540, 20.091430], [-10.170980, 27.497580, 16.952970], [-9.448540, 26.889060, 18.375420], [-9.460420, 28.703720, 17.990580], [-11.897160, 28.813520, 18.434890], [-11.787220, 25.913320, 19.222330], [-12.464640, 26.587020, 17.663440], [-14.632450, 25.903690, 20.303210], [-14.464530, 25.657400, 18.566850], [-15.525030, 26.965100, 19.223840], [-10.295460, 27.677890, 20.523530], [-11.875510, 28.109050, 20.497960], [-13.343990, 19.724760, 20.470250], [-13.028390, 19.703500, 21.988340], [-11.560790, 19.619600, 22.353800], [-11.445730, 19.279950, 23.749480], [-10.160720, 19.134950, 24.237640], [-13.682070, 20.876910, 22.591910], [-12.880940, 20.604580, 20.023480], [-14.388540, 19.952220, 20.257450], [-12.935470, 18.881260, 19.913740], [-13.366960, 18.736520, 22.360400], [-11.003210, 20.545950, 22.215650], [-11.063550, 18.920790, 21.681100], [-9.479810, 18.553850, 23.615720], [-10.160250, 18.714640, 25.243340], [-9.750750, 20.141680, 24.318380], [-14.682130, 20.737520, 22.568230], [-13.503290, 20.723480, 23.574050], [-18.677410, 22.167650, 20.365440], [-17.192580, 21.947930, 20.057700], [-16.962130, 21.134630, 18.814870], [-17.698530, 19.867880, 18.714300], [-17.312970, 19.086290, 17.554580], [-16.442780, 23.191400, 19.981720], [-19.093100, 22.809230, 19.588470], [-18.731690, 22.693270, 21.318800], [-19.214530, 21.235070, 20.538350], [-16.839070, 21.323180, 20.877960], [-15.901650, 20.893130, 18.743080], [-17.095740, 21.797280, 17.959790], [-17.870060, 18.149430, 17.561500], [-16.275700, 18.784440, 17.699660], [-17.283770, 19.591430, 16.589140], [-16.720510, 23.766430, 20.764220], [-16.851010, 23.653550, 19.181810], [-21.679880, 23.554380, 14.733020], [-20.826670, 24.827800, 14.895000], [-19.305000, 24.559070, 14.697130], [-18.834040, 23.568470, 15.558300], [-18.198830, 22.391440, 14.967270], [-21.399840, 25.752880, 13.904490], [-22.154190, 23.213470, 13.812750], [-22.409600, 23.627300, 15.539420], [-21.056540, 22.752010, 15.127680], [-20.902050, 25.217310, 15.910240], [-18.707880, 25.462610, 14.820300], [-19.218990, 24.199090, 13.671890], [-18.080580, 21.555490, 15.656690], [-17.279940, 22.594630, 14.417300], [-18.855380, 21.991500, 14.194550], [-20.990720, 26.657150, 14.091640], [-22.343100, 25.884350, 14.240760]], "forces_ev_per_angstrom": [[-0.51, -0.53, -0.30], [-0.01, 0.00, -0.21], [0.52, 0.56, 0.63], [0.75, 0.01, 1.17], [0.15, -0.16, -0.25], [-0.87, 0.05, -0.89], [0.24, 0.52, -1.25], [-0.27, -0.41, 0.23], [0.23, -0.03, 0.39], [0.16, 0.75, -0.43], [0.12, -0.69, 0.19], [0.10, -0.01, 0.42], [0.59, 0.51, -0.10], [-0.81, 0.43, -0.55], [0.44, -0.14, 0.80], [-0.27, -0.04, -0.63], [0.57, -0.11, -0.16], [-0.36, 0.14, 0.38], [0.68, -0.63, 0.29], [-0.44, 0.96, -1.41], [0.09, 0.09, 0.54], [0.11, 0.57, 0.58], [0.76, -0.24, -0.12], [-0.20, 0.15, 0.32], [-0.78, -0.52, 0.65], [-0.06, -0.32, -0.82], [-0.23, 0.04, -0.06], [-0.61, -1.15, 0.66], [1.63, 1.38, -1.60], [-1.42, -0.49, 0.59], [-0.16, -0.06, 0.14], [-0.09, 0.87, -0.22], [0.08, 0.02, -0.05], [-0.04, -0.33, 0.11], [0.76, 0.13, 0.53], [-0.07, -0.25, -0.13], [0.19, 0.63, 0.53], [0.75, 0.23, 1.61], [0.05, -2.81, -2.21], [0.08, 0.14, 0.12], [0.37, -0.23, -0.02], [-0.44, -0.07, -0.71], [-0.87, 0.53, 0.03], [-0.23, 1.47, 0.20], [0.04, 0.01, 0.63], [0.73, 0.06, -2.00], [0.45, 0.22, 0.45], [-0.12, 0.01, -0.91], [-0.37, 0.00, -0.05], [0.10, 0.00, 0.50], [-0.01, 0.06, 0.15], [0.01, -0.39, 0.65], [0.14, -0.15, 0.19], [-0.71, 0.31, 1.00], [-0.10, -1.18, -0.49], [-0.27, -0.75, -0.34], [1.42, 1.18, -0.17], [0.18, 0.00, 0.20], [-0.88, 0.17, -0.60], [0.11, 0.89, 0.91], [-0.16, 0.24, 0.07], [1.01, -0.34, 0.45], [-0.86, -0.26, 0.23], [-0.53, -0.38, -0.22], [0.00, -1.27, 1.86], [0.69, -0.26, 0.05], [-0.06, 1.12, -0.69], [-1.65, 0.64, -0.93], [-0.36, -0.35, -1.05], [0.37, -0.37, 0.23], [0.09, 0.40, -0.02], [0.19, 0.57, -0.26], [-0.55, 0.24, 0.34], [0.00, 0.57, 0.22], [0.13, -0.88, -0.44], [0.82, 0.07, 0.31], [0.09, -0.01, 0.52], [0.34, -0.17, -0.16], [-0.18, 0.14, -0.35], [0.20, -0.39, 0.23], [0.34, 0.08, 0.58], [-2.62, 0.37, 2.62], [0.20, 0.81, 0.96], [-1.05, 0.68, 0.25], [-0.20, -0.51, -1.02], [1.00, 0.25, -2.44], [-0.41, -0.58, 0.11], [-0.30, -0.50, 0.00], [0.63, -0.27, -0.20], [0.29, -0.27, 0.07], [0.17, -0.27, -0.60], [0.16, -0.40, 0.54], [0.08, 0.25, 0.52], [0.42, 0.34, 0.61], [-0.10, 0.28, -0.38], [0.29, 0.09, -1.14], [0.89, -0.37, -0.25], [-1.22, 0.17, 0.26], [1.11, 0.61, -1.15], [-1.09, -0.71, 0.15], [-0.51, -0.23, 0.15], [-0.29, -0.31, 0.73], [0.15, -0.87, 0.18], [-0.06, 0.02, -0.01], [0.32, -0.28, -0.42], [-0.17, 0.36, 0.31], [-0.44, 0.67, -0.24], [0.27, -0.35, -0.48], [-0.20, 0.36, 0.41], [0.06, 0.62, 0.68], [1.05, 0.00, -0.47], [0.45, 0.18, -0.11], [-0.20, 0.06, 0.48], [0.38, -0.18, -0.49], [-0.55, 0.12, -1.31], [-0.64, -1.39, -0.33], [0.24, 1.86, -0.62], [-0.07, -0.37, -0.35], [1.09, -0.36, 0.59], [-0.32, 0.64, 1.57], [-0.18, 0.08, -0.19], [0.29, 0.32, 0.44], [0.50, -0.34, 0.25], [0.28, 0.12, -0.83], [-0.39, -0.27, 0.06], [-0.23, -0.63, -0.10], [-0.14, -0.24, 0.10], [-0.25, 0.09, -0.04], [0.19, 0.28, -0.22], [0.08, -0.29, -0.11], [0.07, 0.38, 1.26], [1.26, 0.84, 0.31], [-0.35, -0.54, -1.27], [0.62, 0.67, 0.36], [-1.57, -0.88, -1.00], [0.85, 0.96, 0.23], [0.32, -1.25, 0.85], [0.41, 0.06, -0.03], [-0.25, -0.75, 0.20], [-0.46, -0.20, 0.17], [-0.67, -0.04, 0.36], [-0.21, 0.56, -0.15], [0.04, -0.62, 0.21], [-0.15, -0.28, -0.29], [-0.34, -0.12, -0.11], [0.57, 0.17, 0.10], [-0.44, -0.14, -0.32], [0.27, 0.71, 0.58], [0.56, 0.27, 0.27], [-1.28, -1.64, 1.09], [0.60, -1.18, -1.14], [0.13, 1.43, -0.59], [1.10, 0.09, 1.35], [-0.35, -0.23, -0.43], [-0.46, -0.23, -0.04], [-0.09, 0.27, 0.04], [-0.05, 0.03, -0.55], [0.47, 0.16, 0.32], [0.32, -0.13, 0.18], [-0.70, -0.11, -0.51], [-0.42, 0.42, -0.13], [0.37, -0.07, 0.08], [-0.74, 0.31, 0.06], [0.09, 0.15, 0.31], [0.19, 0.49, -0.40], [0.81, -0.64, 2.46], [0.16, -0.79, -1.06], [-0.93, -0.34, -1.49], [0.92, -1.54, 1.13], [-1.04, 0.67, -1.00], [0.79, 0.56, 0.66], [0.39, 0.80, -0.23], [-0.66, -0.10, -0.32], [0.02, -0.42, -0.25], [-0.35, -0.14, 0.30], [-0.04, 0.19, -0.03], [0.28, 0.23, -0.33], [0.04, 0.63, 0.59], [0.25, 0.38, 0.41], [-0.34, 0.02, -0.15], [0.26, 0.51, -0.34], [-0.50, -0.02, -0.33]], "mulliken_charge": [-0.62, 0.28, 0.41, -0.57, 0.14, 0.38, -0.65, 0.36, 0.35, -0.70, 0.52, 0.09, -0.52, 0.02, 0.52, -0.76, 0.31, 0.36, -1.32, -0.44, 0.03, 0.35, 0.30, 0.41, 0.41, 0.37, 0.03, -0.34, -0.70, -0.28, 0.39, -0.22, 0.25, 0.49, 0.36, 0.22, -1.18, 0.92, -0.65, 0.25, 0.36, 0.31, -0.59, 0.23, 0.39, -1.81, 1.09, -0.63, 0.33, 0.40, 0.44, -0.17, -0.16, 0.35, -1.06, 0.33, -0.60, 0.12, 0.20, 0.45, 0.43, -0.33, 0.12, -1.11, 3.61, -0.87, 0.65, -1.04, 0.78, 0.02, 0.29, 0.10, -1.30, 0.19, -0.32, 0.40, -0.08, 0.31, -0.58, -0.17, -1.21, 0.73, -1.00, -0.35, -0.77, -0.59, 0.63, 0.17, -0.03, 0.38, 0.38, 0.49, 0.32, 0.28, 0.28, -0.18, 0.35, -1.45, 0.59, -0.96, -0.37, -0.78, -0.72, 0.48, -0.06, 0.43, 0.40, 0.43, 0.40, 0.28, 0.34, 0.29, 0.25, 0.24, -1.48, 0.29, 0.28, -0.51, -0.10, -0.79, 0.38, 0.24, 0.39, 0.42, -0.14, 0.17, 0.39, -0.51, 0.45, 0.27, 0.36, 0.14, 0.71, -0.06, -0.45, -0.63, -0.69, -0.40, -0.27, -0.04, 0.24, 0.23, -0.21, 0.08, 0.33, 0.31, 0.11, 0.37, -1.72, 0.47, 1.43, -0.57, -0.45, -0.40, 0.28, 0.50, 0.38, 0.01, -0.90, -0.25, 0.43, 0.08, 0.15, 0.29, 0.11, -1.35, 0.63, -0.48, -0.22, -0.57, -0.74, 0.33, 0.37, 0.27, 0.31, -0.32, 0.44, 0.02, 0.20, 0.52, 0.24, 0.30], "gap_ev": 9.0, "mol_weight_g_mol": 962.4, "homo_energy_ev": -8.81, "spin_multiplicity": 1}